DFT (the ωB97M-V functional and the def2-TZVPD basis) results for C25H25N3O4 in the gas phase.

XYZ file:
```
57
Properties=species:S:1:pos:R:3:lowdin_charge:R:1
O -4.0514 -0.2144 0.4347 -0.042
O 2.6598 -4.2318 2.3064 -0.053
O -2.3509 -2.6406 -1.4601 0.074
O 1.7020 1.3453 -0.0968 0.062
N 0.2712 1.5148 -1.8371 -0.041
N 1.0972 4.9553 -4.7678 0.058
N -2.3705 -2.4132 0.8127 0.146
C -0.6379 -2.5964 2.4559 -0.018
C 0.6139 -3.0110 2.8704 -0.018
C 0.5594 1.3556 -0.5248 -0.401
C -2.8400 0.3626 0.7648 -0.235
C -4.0755 -1.2998 -0.4775 -0.089
C -1.4741 1.1259 2.6063 -0.066
C 1.4093 3.2202 -3.1529 -0.187
C -1.9938 0.6382 -1.6349 -0.086
C 3.8312 -2.3608 3.3605 -0.062
C -2.6634 0.6149 2.1256 -0.014
C 1.7744 4.1676 -2.2010 -0.011
C -0.6139 1.1478 0.3689 -0.062
C 3.3239 -3.7952 3.4757 -0.249
C -1.8345 0.6999 -0.1422 -0.080
C 1.4211 -3.7541 2.0139 -0.272
C 1.3387 1.7631 -2.7857 -0.098
C -0.4291 1.3466 1.7306 -0.009
C 1.4459 5.8452 -3.8558 -0.156
C -1.1087 -2.9068 1.1869 -0.217
C 0.9338 -4.0775 0.7458 0.011
C 1.7954 5.5046 -2.5565 -0.054
C -1.0942 1.6909 -2.2743 -0.125
C -0.3129 -3.6630 0.3320 0.000
C -2.8320 -2.1967 -0.4396 -0.460
C 1.0796 3.6803 -4.4221 -0.113
H 2.0388 3.8490 -1.2029 0.117
H -0.6691 -3.9085 -0.6540 0.104
H 0.9429 -2.7432 3.8617 0.106
H -1.2500 -2.0096 3.1265 0.110
H -1.1223 1.6011 -3.3623 0.130
H -1.4513 2.6965 -2.0062 0.141
H 1.5626 -4.6611 0.0927 0.120
H -3.0269 0.8473 -1.9141 0.127
H 4.5047 -2.2758 2.5118 0.081
H -3.4849 0.3938 2.7914 0.123
H 0.7915 2.9900 -5.2060 0.112
H 2.6798 -3.9140 4.3562 0.113
H 2.0775 6.2651 -1.8448 0.101
H 0.5370 1.6817 2.0745 0.118
H 1.1757 1.1485 -3.6764 0.130
H 3.0071 -1.6675 3.2102 0.067
H -2.8840 -1.9773 1.5677 0.139
H -1.3558 1.3165 3.6620 0.108
H -4.2179 -0.9651 -1.5106 0.124
H 2.2657 1.4546 -2.2936 0.131
H 4.1688 -4.4823 3.5762 0.122
H -4.9518 -1.8936 -0.1918 0.141
H -1.7225 -0.3529 -2.0105 0.123
H 4.3659 -2.0864 4.2658 0.076
H 1.4446 6.8759 -4.1851 0.102
```

The value obtained for the max |F| is 0.01092 Eh/bohr. The calculation puts the lowest unoccupied orbital energy at 0.5 eV. As for the total energy: -1432.92098 a.u. The spin multiplicity is 1. The energy relative to the best compared isomer or geometry (same formula, charge and spin) is 51.52 kcal per mole. The calculation puts the frontier orbital gap at 8.45 eV.